1.
Formula: CH10F4HgN2O12S4
Source: the OMol25 dataset
Level of theory: wB97M-V/def2-TZVPD

## Properties
E_LUMO in eV: -1.70
Strongest force on any atom in eV Å⁻¹: 9.8
Frontier orbital gap in eV: 9.037
Multiplicity: 1

Last column: Löwdin charge in e.
CARTESIAN COORDINATES (ANGSTROEM)
Hg1 0.5696 0.2303 0.2470  1.180
N1 -0.6266 -0.5306 1.9391  -0.380
S1 -0.2227 -1.3871 3.1445  0.474
O1 -0.6612 -2.7754 3.3030  -0.245
O2 -0.0727 -0.5656 4.3142  -0.258
F1 1.3213 -1.6359 2.7154  -0.233
S2 -2.3084 -0.6204 2.2004  0.603
O3 -2.7440 -0.2232 3.5131  -0.231
O4 -2.8775 -1.7806 1.5037  -0.249
F2 -2.7161 0.6725 1.3429  -0.182
N2 -1.0387 0.4008 -1.2478  -0.356
S3 -1.8007 1.7826 -1.9194  0.598
O5 -2.9876 2.2955 -1.2243  -0.239
O6 -1.6019 2.0847 -3.3282  -0.246
F3 -0.6611 2.7524 -1.3236  -0.230
S4 -2.0894 -0.4985 -1.9441  0.484
O7 -2.1261 -0.6163 -3.3955  -0.247
O8 -3.3865 -0.6495 -1.2680  -0.252
F4 -1.3655 -1.9321 -1.5619  -0.231
C1 2.2807 0.2864 -2.6374  -0.075
O9 2.2236 0.5935 -1.2404  -0.207
H1 3.2469 0.4941 -3.0972  0.092
H2 2.0713 -0.7654 -2.8321  0.093
H3 1.6112 1.0252 -3.0778  0.097
H4 3.0972 0.5005 -0.8535  0.078
O10 0.6576 2.4570 0.9353  -0.067
H5 1.0763 3.3100 0.8196  0.080
H6 0.0096 2.5993 1.6253  0.074
O11 2.6117 0.1472 1.4068  -0.066
H7 2.6611 -0.4423 2.1594  0.055
H8 3.3951 -0.0520 0.8942  0.060
O12 0.9162 -2.0313 -0.2396  -0.083
H9 1.4925 -2.7801 -0.3929  0.082
H10 0.0448 -2.3459 -0.4801  0.029

2.
Formula: CH10N2O4
Source: the OMol25 dataset
Level of theory: wB97M-V/def2-TZVPD

## Properties
E_LUMO (spin up / spin down) in eV: -3.95 / -9.52
⟨S²⟩: 0.76
Strongest force on any atom in eV Å⁻¹: 4.2
Relative energy (zero: lowest compared OMol25 entry of this formula, charge and spin) in kJ/mol: 53.3
Frontier orbital gap (spin up / spin down) in eV: 10.136 / 4.558
Charge: +1
Multiplicity: 2

Last column: Löwdin charge in e.
CARTESIAN COORDINATES (ANGSTROEM)
N1 -1.9118 0.3404 0.4674  0.284
C1 -0.8872 1.0313 1.1015  -0.474
N2 0.2790 0.3800 1.2865  0.233
O1 -1.1751 2.0885 1.6858  0.341
H1 -1.6306 -0.6259 0.3080  0.122
H2 -2.8289 0.7506 0.5925  0.153
H3 0.6837 0.5398 2.2003  0.152
H4 0.3447 -0.5502 0.8860  0.101
H5 3.1114 -4.2365 -1.8675  0.030
H6 3.8019 -4.2495 -0.6091  0.045
O2 3.2312 -3.6662 -1.1179  -0.047
H7 0.9384 -2.2709 -0.7437  0.060
H8 -0.4866 -2.5337 -1.3122  0.046
O3 0.0166 -1.9355 -0.7821  -0.044
H9 -1.6961 4.8502 -0.1927  0.019
H10 -0.4880 4.7752 -0.9552  0.037
O4 -1.3026 5.3124 -0.9476  -0.057

3.
Formula: CH10N2O7Y
Source: the OMol25 dataset
Level of theory: wB97M-V/def2-TZVPD

## Properties
E_LUMO in eV: 7.64
Strongest force on any atom in eV Å⁻¹: 2.0
Frontier orbital gap in eV: 4.385
Charge: -3
Multiplicity: 1

Last column: Löwdin charge in e.
CARTESIAN COORDINATES (ANGSTROEM)
Y1 0.4987 -1.7568 0.6211  1.246
O1 -0.5823 -0.2851 2.0891  -0.532
H1 -0.4879 0.6459 2.2645  -0.153
O2 1.4900 -3.0176 -0.9902  -0.549
H2 0.8558 -3.7319 -1.0957  -0.140
O3 -0.3284 -3.7355 1.2824  -0.574
H3 0.5238 -4.1771 1.3852  -0.121
O4 -0.8525 -1.1679 -1.2213  -0.486
H4 -1.5706 -1.4968 -1.7553  -0.113
O5 2.3347 -1.7926 1.8750  -0.537
H5 2.4859 -1.2104 2.6135  -0.136
O6 1.6222 0.0116 -0.2845  -0.514
H6 1.2223 0.8777 -0.3005  -0.149
C1 -0.8854 2.5040 -1.3487  -0.692
O7 -0.6759 2.2827 -2.5421  -0.025
N1 -1.2510 1.5579 -0.4438  0.147
N2 -0.7222 3.7723 -0.8038  0.099
H7 -1.2834 1.7719 0.5359  0.057
H8 -1.1063 0.5283 -0.6168  0.050
H9 -0.9463 3.9517 0.1510  0.059
H10 -0.3413 4.4679 -1.4149  0.063

4.
Formula: CH10N8
Source: the OMol25 dataset
Level of theory: wB97M-V/def2-TZVPD

## Properties
E_LUMO in eV: -9.09
Strongest force on any atom in eV Å⁻¹: 4.3
Relative energy (zero: lowest compared OMol25 entry of this formula, charge and spin) in kJ/mol: 457.6
Frontier orbital gap in eV: 7.072
Charge: +2
Multiplicity: 1

Last column: Löwdin charge in e.
CARTESIAN COORDINATES (ANGSTROEM)
C1 -1.1722 -0.8458 -0.1397  -0.111
N1 -0.3085 0.1261 0.0051  0.018
N2 -0.0529 1.1827 -0.6655  -0.085
N3 -0.7594 1.6460 -1.6005  0.170
N4 2.8894 2.2396 -0.6232  0.179
N5 -0.0933 -1.7201 1.7303  0.195
N6 -1.7200 -2.9029 0.6810  0.156
N7 1.7720 2.5669 -0.1796  0.167
N8 -1.0674 -1.7896 0.7310  -0.220
H1 -1.7845 -0.9063 -1.0661  0.167
H2 -0.5201 2.4967 -2.0564  0.134
H3 -1.6192 1.1973 -1.8424  0.128
H4 3.6697 2.0716 -0.0303  0.154
H5 3.1580 2.3071 -1.6145  0.187
H6 -0.3546 -2.2539 2.5057  0.103
H7 0.1493 -0.7681 1.9973  0.116
H8 -2.3395 -3.0006 -0.1587  0.172
H9 -2.0694 -3.3157 1.5728  0.175
H10 1.3937 2.5936 0.8465  0.194

5.
Formula: CH10NO2
Source: the OMol25 dataset
Level of theory: wB97M-V/def2-TZVPD

## Properties
E_LUMO (spin up / spin down) in eV: -15.30 / -13.00
⟨S²⟩: 1.76
Strongest force on any atom in eV Å⁻¹: 2.4
Relative energy (zero: lowest compared OMol25 entry of this formula, charge and spin) in kJ/mol: 593.2
Frontier orbital gap (spin up / spin down) in eV: 4.227 / 6.630
Charge: +2
Multiplicity: 2

Last column: Löwdin charge in e.
CARTESIAN COORDINATES (ANGSTROEM)
C1 -1.9250 -2.1352 -0.3636  0.271
N1 1.7550 1.3611 0.7781  0.274
H1 -1.1914 -2.8643 -0.0156  0.097
H2 -1.4811 -1.3575 -0.9933  0.087
H3 -2.7448 -1.9611 0.4268  0.197
H4 -2.7337 -2.6870 -1.0845  0.282
H5 2.3885 2.1699 0.8385  0.119
H6 1.9133 0.7172 1.5786  0.124
H7 -0.3010 1.3703 0.7018  -0.006
H8 -1.7597 1.5508 0.9802  0.084
O1 -1.1333 0.8834 0.6515  -0.036
H9 1.9440 0.1563 -2.1207  0.179
H10 1.7046 0.6797 -0.3660  0.077
O2 1.6555 -0.2234 -1.2212  0.249

6.
Formula: CH10NO4
Source: the OMol25 dataset
Level of theory: wB97M-V/def2-TZVPD

## Properties
E_LUMO in eV: 2.82
Strongest force on any atom in eV Å⁻¹: 1.5
Relative energy (zero: lowest compared OMol25 entry of this formula, charge and spin) in kJ/mol: 85.0
Frontier orbital gap in eV: 6.474
Charge: -1
Multiplicity: 1

Last column: Löwdin charge in e.
CARTESIAN COORDINATES (ANGSTROEM)
N1 -2.1106 -0.3139 -2.0549  -0.048
C1 -1.7374 -0.8910 -0.6822  -0.546
O1 -0.5261 -0.4993 -0.2965  -0.326
H1 -2.7097 -0.9867 -2.5356  0.018
H2 -1.2540 -0.2675 -2.6029  0.026
H3 -1.8622 -1.9894 -0.7546  0.083
H4 -2.5502 -0.4524 -0.0796  0.074
H5 2.1113 -0.6370 -0.8530  0.013
H6 0.7792 -1.1885 -1.2069  -0.011
O2 1.7496 -1.3559 -1.3820  -0.140
H7 2.2673 5.5568 3.9794  0.029
H8 2.1403 5.0597 2.5164  0.035
O3 2.7496 5.1445 3.2549  -0.063
H9 -0.1134 -1.7322 0.8916  -0.009
H10 0.9655 -2.7707 0.6934  0.001
O4 0.1009 -2.6766 1.1126  -0.133

7.
Formula: CH10NaO8
Source: the OMol25 dataset
Level of theory: wB97M-V/def2-TZVPD

## Properties
E_LUMO (spin up / spin down) in eV: -0.47 / -1.27
⟨S²⟩: 0.76
Strongest force on any atom in eV Å⁻¹: 4.5
Relative energy (zero: lowest compared OMol25 entry of this formula, charge and spin) in kJ/mol: 0.0
Frontier orbital gap (spin up / spin down) in eV: 9.247 / 8.267
Multiplicity: 2

Last column: Löwdin charge in e.
CARTESIAN COORDINATES (ANGSTROEM)
Na1 0.8922 -0.5438 0.2613  0.548
C1 -2.0435 1.4958 0.6547  -1.041
O1 -3.2162 1.1603 0.6885  0.157
O2 -1.2514 1.1310 -0.1969  0.045
O3 -1.6039 2.2464 1.5273  0.121
O4 0.6174 -2.2878 -1.4054  -0.024
H1 0.0087 -1.8685 -2.0135  0.044
H2 1.4614 -2.2643 -1.8563  0.055
O5 -1.0757 -1.8467 1.7957  -0.030
H3 -1.4726 -1.2580 2.4376  0.043
H4 -1.7431 -1.9469 1.1169  0.048
O6 2.9196 0.0247 -1.0849  -0.035
H5 3.5883 0.6948 -0.9433  0.062
H6 2.5121 0.2645 -1.9172  0.029
O7 0.5711 0.8820 2.4946  -0.041
H7 -0.1382 1.4368 2.1699  -0.017
H8 0.2843 0.6116 3.3668  0.048
O8 0.2517 0.8115 -2.4725  -0.040
H9 -0.2652 0.1035 -2.8570  0.032
H10 -0.2969 1.1530 -1.7664  -0.005

8.
Formula: CH10O3
Source: the OMol25 dataset
Level of theory: wB97M-V/def2-TZVPD

## Properties
E_LUMO (spin up / spin down) in eV: 3.38 / 3.28
⟨S²⟩: 0.75
Strongest force on any atom in eV Å⁻¹: 5.5
Relative energy (zero: lowest compared OMol25 entry of this formula, charge and spin) in kJ/mol: 92.0
Frontier orbital gap (spin up / spin down) in eV: 2.545 / 10.045
Charge: -1
Multiplicity: 2

Last column: Löwdin charge in e.
CARTESIAN COORDINATES (ANGSTROEM)
C1 1.8806 0.1725 -3.3274  -0.089
H1 0.9064 0.5870 -2.8977  0.040
H2 2.5977 -0.2018 -2.5001  0.047
H3 2.3175 1.0469 -3.7616  -0.017
H4 1.7870 -0.5497 -4.0870  -0.021
H5 -0.7659 -1.2276 2.4674  0.027
H6 -1.7869 -0.2117 1.9892  -0.043
O1 -1.4372 -1.0453 1.7856  -0.199
H7 0.9233 2.4119 3.4300  -0.077
H8 -0.3094 2.3364 4.4004  -0.058
O2 0.3912 1.7609 3.9331  -0.458
H9 -2.8049 -1.3205 -0.4058  0.078
H10 -1.5459 -1.7394 -0.2167  -0.099
O3 -2.1535 -2.0196 -0.8092  -0.131

9.
Formula: CH10O3S2
Source: the OMol25 dataset
Level of theory: wB97M-V/def2-TZVPD

## Properties
E_LUMO in eV: -4.69
Strongest force on any atom in eV Å⁻¹: 2.5
Relative energy (zero: lowest compared OMol25 entry of this formula, charge and spin) in kJ/mol: 631.0
Frontier orbital gap in eV: 3.423
Multiplicity: 1

Last column: Löwdin charge in e.
CARTESIAN COORDINATES (ANGSTROEM)
C1 -1.3010 -0.9793 -0.4312  -0.469
S1 0.0575 -0.6907 -1.5215  0.549
S2 0.8843 -2.5089 -1.7961  0.324
H1 -1.1959 -1.0330 0.6346  0.047
H2 -1.9876 -0.1336 -0.6327  0.042
H3 -1.8170 -1.8528 -0.8263  0.033
H4 -0.8883 1.7757 1.0732  0.113
H5 1.8906 -2.0942 -0.1048  -0.150
H6 2.9921 -2.7389 0.6899  0.052
O1 2.1892 -2.2207 0.8275  -0.116
H7 0.9856 1.2833 0.5030  -0.062
H8 1.9282 -0.0379 0.5259  -0.020
O2 1.8660 0.9142 0.3732  -0.103
H9 -1.7486 2.6955 0.2090  -0.087
H10 -1.7736 4.0354 0.6402  0.013
O3 -2.0815 3.5859 -0.1638  -0.166